Below is a molecular structure, C31H33B11Br6N5PRbS2Se3 at a distorted geometry, with properties calculated with ωB97M-V/def2-TZVPD.

The geometry in ORCA input format:
```
! RIJCOSX wB97M-V def2-TZVPD def2/J DEFGRID3
* xyz -1 1
H 4.9140 -4.0234 0.2402
H -2.7463 -2.6115 2.5141
N 1.1620 -3.4453 -2.7932
S -3.0508 -0.9131 -1.3637
P 3.9003 -1.4821 1.1398
B -0.9735 5.5222 -3.2684
Br -0.2567 6.8957 -4.4985
S 2.7926 -1.4119 -2.8783
C -3.4672 -6.0862 -3.2848
C -4.1563 -4.1213 -4.4727
H 6.3130 -4.7017 -1.6838
N -3.6868 -0.5359 1.2899
H -3.1463 2.2252 -3.4288
H -2.8991 5.3208 0.1684
H 0.8886 -0.9378 -4.9893
C 6.5347 -2.6999 -2.4178
C 4.5520 -2.6857 3.6169
C 0.7427 -0.5259 4.2902
H -3.7123 -2.2462 -3.5399
B 0.0512 4.3549 -2.3381
C 5.2997 -3.2818 -0.4481
Br -0.0136 7.1673 -0.5250
Br 2.0335 4.2840 -2.4208
H -2.5059 -5.7438 -1.3981
H -4.3079 4.3725 -2.0572
H 0.0713 -5.2043 -2.7052
H 6.3457 -0.3119 2.0172
C -0.4940 -3.9886 -4.3744
H -1.2210 -4.6843 -4.7599
Br -0.3985 3.0549 -5.4146
Se 3.5781 0.6167 1.2206
C -3.0653 -3.9117 -2.3503
H 3.6826 -3.3121 3.4636
C 6.0591 -1.0044 2.7978
H 7.6336 -0.4294 4.1214
B -1.0326 3.7842 -3.6982
C 0.6636 -2.8861 4.6120
H 6.9176 -1.9644 5.9181
H 2.1877 -1.6177 5.4457
Br 0.0742 3.5251 0.9041
H -2.9462 2.4441 -0.5105
B -2.4959 3.0796 -2.9557
B -2.4296 5.8589 -2.2849
H -4.4755 -6.1214 -5.1729
H 7.1378 -2.9983 -3.2648
H -4.6123 -3.6607 -5.3376
C 4.9375 -1.8072 2.6187
C -2.1428 -1.6974 2.4892
H -3.3936 -7.1619 -3.2134
C -0.2710 -2.7375 -5.0079
C -4.0707 -5.5010 -4.3873
H -3.2231 4.9693 -4.5473
H 6.5435 -0.6234 -2.9425
C 5.4371 -0.9852 -1.1528
B -0.8631 5.6528 -1.4663
C -0.9353 -1.6975 3.2919
C -4.0596 -0.4761 0.0922
B -2.5355 4.7218 -3.6282
C 6.2113 -1.3668 -2.2336
Se -2.2771 -2.8885 -0.9090
B -2.3455 4.9274 -0.7868
B -2.3756 3.2102 -1.1998
C 5.2725 -2.7499 4.7976
Se 2.2418 -2.8635 1.1140
C 1.2905 -1.6744 4.8502
H 4.9644 -3.4311 5.5791
H -1.0044 -3.8186 3.6201
N -5.2522 0.0877 -0.2524
C -3.6559 -3.3226 -3.4583
H 1.1775 0.4471 4.4828
B -0.8347 3.9890 -0.7987
C 0.6900 -1.8994 -4.5414
C 4.9856 -1.9422 -0.2593
H -5.6949 -0.2545 -1.0854
C 6.7736 -1.0680 3.9773
C 6.0763 -3.6576 -1.5278
H -0.8699 -2.4647 -5.8642
Rb 0.5075 0.4126 0.7925
H 5.1590 0.0509 -1.0129
C -2.9701 -5.2954 -2.2653
H -5.8482 0.3641 0.5115
H 1.6675 -3.6358 -1.9324
C 1.4932 -2.2661 -3.4224
N -2.5051 -0.6700 1.8288
C 0.2212 -4.2884 -3.2567
H 1.0519 -3.8055 5.0242
N -0.3293 -0.5317 3.5244
H -3.0628 6.8447 -2.3305
C 6.3739 -1.9341 4.9838
B -0.9217 2.8447 -2.1780
C -0.4771 -2.9006 3.8327
Br -0.0832 1.0560 -2.1590
C -3.2300 4.3599 -2.1186
*
```

Orbital gap   6.77 eV

Löwdin population analysis, charges in e, atoms 1 to 6:
1. H 0.08
2. H 0.12
3. N 0.05
4. S 0.56
5. P 0.06
6. B -0.85

Below is a single C20H16N2O3S molecule at a distorted geometry, with properties calculated with ωB97M-V/def2-TZVPD.

The geometry in ORCA input format:
```
! RIJCOSX wB97M-V def2-TZVPD def2/J DEFGRID3
* xyz 0 1
H 7.0316 -2.4023 -1.0500
O 5.2005 -1.6923 -0.6070
C -3.0959 -0.9083 0.3586
S 0.1086 2.7153 1.1546
C 4.4415 1.7437 0.4497
C 6.5320 -1.4342 -0.9941
N 1.0273 0.3052 0.3485
H -5.1601 -3.1736 1.7912
C -5.4292 -0.2878 0.0156
H 0.7059 -0.6392 0.1024
H -7.4398 0.3780 -0.3372
H 8.2454 -0.3165 -0.2500
H 7.1714 -0.9879 1.0148
C 3.1472 -0.6322 -0.1042
H -1.9673 1.2389 0.9230
O 6.5554 0.7328 0.0601
H 2.5113 2.5644 0.8116
H -4.3866 2.7330 -2.1686
H -2.7617 -2.7080 1.4303
C 5.1883 0.6277 0.0972
C 0.0350 1.1338 0.6894
H 6.5480 -0.9523 -1.9815
C -4.0509 -0.0212 -0.2098
C -3.5066 -2.0332 1.0360
C 3.0655 1.6852 0.5347
N -1.2470 0.5845 0.6403
H -6.8587 -1.6067 0.9259
H -2.6689 1.2586 -1.2709
C 2.4065 0.4859 0.2743
H 2.6608 -1.5686 -0.3306
C -4.8663 -2.2923 1.2416
C -3.7050 1.0775 -1.0271
H -6.7710 2.3258 -1.6917
C 4.5266 -0.5680 -0.2051
C 7.2083 -0.5161 0.0230
C -5.8067 -1.4260 0.7586
O -0.8394 -1.5525 -0.0374
H 4.9660 2.6610 0.6623
C -6.0256 1.6619 -1.2805
C -1.6312 -0.6777 0.2720
C -4.6688 1.8980 -1.5451
C -6.3964 0.5858 -0.5251
*
```

SMILES string   O=C(NC(=S)Nc1ccc2c(c1)OCCO2)c1cccc2ccccc12
ΔE to the lowest compared entry with this formula, charge and spin   76.5 kJ/mol
Orbital gap   7.70 eV

Löwdin population analysis, charges in e, atoms 1 to 6:
1. H 0.13
2. O -0.02
3. C -0.09
4. S 0.69
5. C 0.01
6. C -0.15

Ordered LUMO level results: 0.0562 -0.0066; unit hartree.
Ordered E_HOMO results: -5.2 -7.9; unit eV.
Ordered electronic energy results: -695498.1744 -40958.4253; unit eV.